No. 1
67
Properties=species:S:1:pos:R:3 method="wB97M-V/def2-TZVPD" relative_energy_ev=3.704 e_homo_ev=-7.71 homo_lumo_gap_ev=8.1 smiles="CNC(=O)[C@H](Cc1c[nH]c2ccccc12)NC(C)=O.N[C@@H](CC1=C2C=CCC=CC2=CC1)C(=O)O" spin_multiplicity=1
O -4.2759 1.2671 4.6260
O 0.9709 2.1537 -7.8977
O -1.2827 3.0794 1.1488
O 0.3534 3.5740 -6.2476
C -4.4185 1.9321 3.6087
C 0.5906 2.3390 -6.7509
C -1.0523 2.5483 2.2310
C 1.3777 -2.5118 -0.9999
C 3.1121 -0.5968 -2.9152
C 0.8798 -1.5424 -1.9720
C 1.6497 -0.6830 -2.8571
C 0.3495 -0.2968 1.4570
C 2.6147 -3.1124 -1.0311
C 3.9867 -1.5952 -2.5463
C -0.4449 -1.2278 -2.0939
C 0.7721 0.1401 -3.5345
C -0.7257 -0.4920 2.2525
C -0.2864 -3.1017 5.0887
C 1.0395 -3.4608 4.7857
C -0.9563 -2.1263 4.3245
C 1.7085 -2.8369 3.7186
C -0.3180 -1.4905 3.2379
C 1.0314 -1.8673 2.9651
N 1.3933 -1.0933 1.8833
N 0.1117 2.7926 2.8429
N 0.6547 -0.2030 -6.4667
N -3.4420 2.1372 2.7268
C -5.7500 2.5801 3.3093
C 3.5944 -2.9964 -2.1654
C -0.6480 -0.1532 -3.1196
C 0.5900 2.2333 4.1078
C 1.1109 1.2357 -4.5253
C 0.3226 1.1062 -5.8430
C -2.0336 0.2260 2.1374
C -2.0870 1.5869 2.8446
H 0.5616 4.1846 -6.9717
H 0.7116 -2.7835 -0.1856
H 3.5518 0.3342 -3.2566
H 0.3813 0.3872 0.6145
H 2.8576 -3.8002 -0.2263
H 5.0483 -1.3781 -2.6160
H -1.2426 -1.6893 -1.5195
H -0.7952 -3.5779 5.9158
H 1.5430 -4.2127 5.3781
H -1.9765 -1.8613 4.5633
H 2.7274 -3.1004 3.4807
H 2.2821 -1.1374 1.4041
H 0.7171 3.4333 2.3527
H 0.5379 -0.1489 -7.4818
H 1.6083 -0.4818 -6.2348
H -3.6327 2.7065 1.9166
H -6.1510 2.1643 2.3878
H -6.4348 2.3751 4.1313
H -5.6157 3.6550 3.2063
H 4.5009 -3.5460 -1.8941
H 3.1675 -3.4903 -3.0439
H -1.2462 -0.5200 -3.9596
H -1.1297 0.7286 -2.6855
H 0.5919 1.1421 4.0645
H -0.0477 2.5611 4.9312
H 1.6097 2.5721 4.2971
H 0.8772 2.1966 -4.0563
H 2.1797 1.2344 -4.7537
H -0.7492 1.1281 -5.6233
H -2.8081 -0.4171 2.5568
H -2.2617 0.3640 1.0791
H -1.8565 1.4335 3.8985



No. 2
67
Properties=species:S:1:pos:R:3 method="wB97M-V/def2-TZVPD" relative_energy_ev=25.795 e_homo_ev=-7.66 homo_lumo_gap_ev=7.9 smiles="Cc1ccc([C@H](C(=O)NC(C)(C)C)N(Cc2ccco2)C(=O)CCC(=O)Nc2ccccn2)cc1" spin_multiplicity=1
C -4.6272 4.3925 -3.1677
C -3.8499 3.3394 -2.6996
C -4.3907 2.5020 -1.6452
C -3.4460 1.4953 -1.0988
C -2.0540 1.2504 -1.7553
C -1.6174 1.9766 -2.5943
C -2.3433 3.0243 -3.0178
H -2.1308 3.4696 -4.0970
H -0.7261 1.6612 -3.1126
C -1.2110 0.2374 -0.9839
N -0.2969 0.7486 -0.1405
C 1.0928 0.5864 -0.6800
O 1.5156 0.1305 -1.7452
C 2.1212 1.4318 0.2011
H 1.9269 1.5855 1.0640
C 3.4941 0.5510 0.2581
C 3.1409 -0.6820 0.6920
O 2.0433 -0.9915 1.3248
N 3.8515 -1.7713 0.4473
C 3.9799 -3.1171 0.9749
N 5.1833 -3.7805 0.5054
C 5.2659 -5.0862 1.0482
C 4.1582 -5.8087 1.4772
C 3.0415 -5.1351 1.8635
C 2.7713 -3.9676 1.2139
H 1.9187 -3.2048 1.5641
H 2.3510 -5.5618 2.0472
H 4.2323 -6.8875 1.5971
H 6.3043 -5.4363 0.7253
H 4.8693 -1.4122 0.0989
H 3.6674 0.3262 -0.9235
H 4.2800 0.9011 0.6051
H 2.3748 2.4168 -0.3022
C -0.5324 1.9020 0.7190
C -0.7603 3.2350 0.1749
C -2.0584 4.0233 0.3212
C -1.5256 5.1702 -0.6941
C -0.2800 5.0261 -0.7650
O 0.1281 3.7027 -0.5592
H 0.3700 5.3674 -1.5006
H -2.0701 6.2652 -0.5920
H -2.7601 3.9041 1.0632
H -1.5165 1.4721 1.1855
H 0.1882 1.9481 1.6150
H -0.6904 -0.4880 -1.7851
C -1.9430 -0.7529 -0.1653
O -2.9167 -1.2605 -0.4393
N -1.1757 -1.0197 0.9825
H -0.3388 -0.9708 1.0008
C -1.5245 -2.4073 2.0471
C -0.6644 -2.1925 3.1023
H -0.7942 -3.0310 3.7758
H -0.9773 -1.1816 3.5557
H 0.4496 -2.0101 2.8655
C -1.3873 -3.4745 1.3057
H -2.1363 -3.6483 0.5971
H -1.5321 -4.4668 1.8559
H -0.2984 -3.7889 0.9712
C -3.0957 -2.1589 2.4501
H -3.7593 -1.9913 1.7969
H -3.2270 -2.8496 3.0248
H -3.1654 -1.0840 2.9506
H -3.8562 0.8652 -0.3044
H -5.0845 2.5833 -1.0510
H -5.4283 4.5711 -2.6476
H -3.9983 5.3404 -3.2525
H -4.8062 4.1646 -4.2291



No. 3
71
Properties=species:S:1:pos:R:3 method="wB97M-V/def2-TZVPD" relative_energy_ev=0.000 e_homo_ev="-4.23 / -4.25" homo_lumo_gap_ev="6.4 / 6.4" spin_multiplicity=2 total_charge=-1
Yb -0.4874 0.5717 0.4615
C 0.9613 2.7359 -0.2847
C 1.9960 2.1703 0.4861
C 1.6285 2.2732 1.8452
C 0.3732 2.9056 1.9215
C -0.0477 3.1917 0.6053
C -1.1963 4.0669 0.1865
C -0.3132 3.3047 3.1938
C 2.5112 1.9169 3.0010
C 3.3564 1.7850 -0.0074
C 1.0427 3.1491 -1.7244
H -1.9388 3.5390 -0.4183
H -0.8372 4.9166 -0.4051
H -1.7060 4.4755 1.0628
H -0.3414 2.4818 3.9164
H -1.3469 3.5997 3.0136
H 0.2027 4.1420 3.6765
H 3.0305 0.9666 2.8442
H 1.9415 1.8326 3.9315
H 3.2864 2.6758 3.1590
H 3.7875 0.9677 0.5797
H 4.0478 2.6345 0.0616
H 3.3344 1.4587 -1.0490
H 0.0790 3.0604 -2.2315
H 1.7553 2.5434 -2.2803
H 1.3591 4.1990 -1.7989
C 1.7708 -1.7966 -4.3789
S 2.8670 -1.6212 -2.9578
C 1.7991 -0.8878 -1.7279
S 0.4574 0.0297 -2.1957
N 2.2994 -1.1671 -0.5431
N 1.5642 -0.7489 0.5318
C 2.0413 -1.1391 1.6452
C 1.2485 -0.9817 2.8640
C 1.6882 -1.5110 4.0675
C 0.8635 -1.4443 5.1749
C -0.3825 -0.8549 5.0473
C -0.7427 -0.3367 3.8141
N 0.0603 -0.3760 2.7499
H 2.4079 -2.0373 -5.2298
H 1.2410 -0.8644 -4.5585
H 1.0582 -2.5999 -4.2058
H 2.9883 -1.6713 1.6702
H 2.6630 -1.9788 4.1154
H 1.1814 -1.8616 6.1232
H -1.0685 -0.7907 5.8803
H -1.7022 0.1366 3.6624
C -8.0169 3.9402 2.8375
C -6.8570 3.1560 2.2804
C -6.8960 1.7692 2.2117
C -5.7940 1.0421 1.7748
C -4.6439 1.7136 1.3931
C -4.5993 3.1038 1.4156
C -5.7004 3.8134 1.8579
S -3.1660 0.7914 1.0391
O -2.1437 1.4541 1.8800
O -3.4989 -0.5537 1.4421
N -2.6423 0.9963 -0.4265
C -3.0400 -0.1203 -1.3156
C -2.3240 -1.4355 -0.9287
O -2.7538 -2.4901 -1.3540
O -1.2841 -1.2659 -0.1705
H -8.8958 3.3090 2.9661
H -8.2834 4.7736 2.1846
H -7.7601 4.3605 3.8128
H -7.7952 1.2444 2.5170
H -5.8060 -0.0393 1.7447
H -3.6993 3.6147 1.0960
H -5.6634 4.8976 1.8852
H -2.7598 0.1321 -2.3357
H -4.1153 -0.3005 -1.2993